(1)
C3H7N2S2 | ωB97M-V/def2-TZVPD

```
14
Properties=species:S:1:pos:R:3:forces:R:3:nbo_charge:R:1
C 0.138 0.024 1.250 1.8 0.6 0.5 -0.02
C -0.454 -0.867 -0.836 0.8 3.8 -0.6 -0.20
C 0.492 0.426 -1.307 1.4 -2.8 -0.1 -0.58
N -0.753 -0.633 0.557 -1.8 -1.1 -3.4 -0.56
N 0.125 -0.059 2.563 1.2 0.7 6.1 -0.81
S 1.233 0.969 0.302 0.4 1.2 -1.5 0.75
S -0.271 1.860 -2.048 -0.3 0.3 0.1 0.22
H -1.334 -0.596 -1.341 -1.2 -0.8 -1.2 0.23
H 0.054 -1.738 -1.164 0.3 -1.1 0.1 0.22
H 1.312 0.071 -2.092 -1.5 0.6 2.1 0.32
H -1.198 -1.368 1.027 -0.8 -1.2 0.7 0.42
H -0.720 -0.274 3.217 1.9 0.9 -2.0 0.43
H 0.972 0.337 3.099 -2.1 -1.1 -1.1 0.42
H 0.406 1.847 -3.225 -0.1 0.0 0.4 0.17
```
Positions in Å, forces in eV/Å.

Calculated values
LUMO energy (alpha / beta) = -3.388 / -8.261 eV
charge = +1
highest occupied orbital energy (alpha / beta) = -9.3 / -13.8 eV
energy above the lowest of the compared OMol25 structures with the same formula, charge and spin = 259.1 kJ/mol
frontier orbital gap (alpha / beta) = 6.0 / 5.6 eV
E_tot = -1023.9601 a.u.
2S+1 = 3
expectation value of S² = 2.01
max |F| = 6.2 eV Å⁻¹

=====

(2)
C5H10BNO3 | ωB97M-V/def2-TZVPD

```
20
Properties=species:S:1:pos:R:3:forces:R:3:nbo_charge:R:1
C -0.098 0.955 -1.586 1.1 -2.3 0.0 -0.69
C -0.155 1.469 -0.187 -2.9 -3.0 0.4 0.30
N 0.263 2.717 0.047 1.2 1.1 1.5 -0.84
C -0.755 0.690 0.798 0.5 1.0 0.0 -0.69
B -1.526 -0.638 0.535 1.5 1.3 -0.8 1.05
O -2.342 -1.204 1.426 -1.6 -1.3 1.9 -0.93
O -1.567 -1.393 -0.648 0.7 1.1 0.4 -0.90
H -0.711 -0.040 -1.642 1.5 2.3 -0.5 0.27
H 1.037 0.758 -1.801 -2.0 0.2 0.1 0.22
H -0.437 1.706 -2.283 -0.2 0.2 -0.4 0.21
H 0.224 3.462 -0.611 0.4 0.0 -0.6 0.39
H 0.964 2.726 0.764 -0.1 0.9 0.3 0.40
H -0.893 1.171 1.823 0.3 -0.6 -1.4 0.21
H -2.404 -1.104 2.381 0.4 0.6 -0.5 0.52
H -2.157 -2.052 -0.316 -0.8 -1.4 -0.4 0.49
C 1.999 -1.750 -0.248 1.9 0.2 -3.0 -0.79
C 2.263 -1.833 0.988 1.6 -0.8 4.4 0.72
O 2.523 -1.974 2.134 -0.6 0.5 -1.9 -0.48
H 2.754 -1.742 -1.074 -0.7 0.1 1.2 0.27
H 1.020 -1.926 -0.501 -2.3 -0.1 -0.7 0.27
```
Positions in Å, forces in eV/Å.

Calculated values
LUMO energy = 0.575 eV
charge = 0
highest occupied orbital energy = -8.3 eV
energy above the lowest of the compared OMol25 structures with the same formula, charge and spin = 141.6 kJ/mol
frontier orbital gap = 8.8 eV
E_tot = -501.8718 a.u.
max |F| = 4.8 eV Å⁻¹

=====

(3)
C4H4N2S | ωB97M-V/def2-TZVPD

```
11
Properties=species:S:1:pos:R:3:forces:R:3:nbo_charge:R:1
N -2.989 -0.570 -0.673 0.2 0.5 0.3 -0.29
C -2.039 -0.213 -0.128 2.0 -1.1 0.7 0.25
C -0.621 -0.079 0.491 -0.4 -0.1 -2.5 -0.14
C 0.241 0.947 -0.205 3.5 4.5 1.5 -0.46
C 1.452 -0.023 -0.098 -1.3 -3.2 -0.9 0.09
S 3.038 -0.371 -0.320 -0.8 1.2 0.3 -0.03
N 0.477 -1.053 0.032 -2.1 -0.1 1.8 -0.59
H -0.616 0.158 1.552 -0.4 -0.5 0.1 0.24
H 0.460 2.008 0.283 -0.7 -2.3 -0.3 0.23
H 0.178 1.276 -1.232 -0.9 -0.8 -0.5 0.27
H 0.420 -2.080 0.297 1.0 1.9 -0.4 0.42
```
Positions in Å, forces in eV/Å.

Calculated values
LUMO energy = 0.079 eV
charge = 0
highest occupied orbital energy = -9.0 eV
energy above the lowest of the compared OMol25 structures with the same formula, charge and spin = 248.8 kJ/mol
frontier orbital gap = 9.1 eV
E_tot = -662.4309 a.u.
max |F| = 5.9 eV Å⁻¹